No. 1
{"formula": "C34H72Br16N4O9PS", "method": "ωB97M-V with the def2-TZVPD basis set", "e_lumo_ev": -2.92, "homo_lumo_gap_ev": 7.75, "e_tot_ev": -1201605.464, "charge": 1, "de_lowest_kcal_mol": 0.00, "species": ["C", "C", "O", "P", "O", "C", "C", "N", "N", "C", "C", "C", "C", "N", "C", "C", "C", "C", "S", "O", "O", "O", "N", "C", "O", "C", "O", "C", "C", "O", "O", "C", "C", "H", "H", "H", "H", "H", "H", "H", "H", "H", "H", "H", "H", "H", "H", "H", "H", "H", "H", "H", "H", "H", "H", "H", "H", "H", "H", "H", "H", "H", "H", "H", "H", "H", "H", "H", "H", "H", "H", "H", "H", "Br", "C", "C", "Br", "H", "H", "H", "H", "Br", "C", "C", "Br", "H", "H", "H", "H", "Br", "C", "C", "Br", "H", "H", "H", "H", "Br", "C", "C", "Br", "H", "H", "H", "H", "Br", "C", "C", "Br", "H", "H", "H", "H", "Br", "C", "C", "Br", "H", "H", "H", "H", "Br", "C", "C", "Br", "H", "H", "H", "H", "Br", "C", "C", "Br", "H", "H", "H", "H"], "positions_angstrom": [[-0.6884, 2.4806, -0.9606], [-0.2003, 1.4570, -1.9578], [-0.4548, 0.1168, -1.4473], [0.8403, -0.5198, -0.7463], [1.6150, 0.4441, 0.0270], [0.2661, -1.8345, 0.3741], [-0.4771, -1.1552, 1.5238], [-0.9233, -2.0647, 2.6027], [-2.0234, -1.5005, 3.3425], [-1.7726, -0.3296, 3.8249], [-0.5616, 0.0073, 4.6430], [-2.7908, 0.7417, 3.5347], [-1.4541, -3.2544, 2.1041], [-1.0649, -4.4434, 2.6576], [0.2198, -4.9916, 2.1478], [1.2304, -5.1797, 3.3118], [1.1140, -4.1267, 4.4112], [2.2806, -4.2808, 5.4115], [2.2433, -2.8574, 6.5067], [2.8424, -1.7181, 5.8985], [0.8593, -2.6368, 6.8397], [3.0019, -3.2504, 7.8509], [-2.3159, -3.1574, 1.1573], [-3.0181, -4.2047, 0.4189], [-2.7441, -4.0069, -0.9352], [-3.4087, -2.8780, -1.4413], [-3.0978, -2.8108, -2.7805], [-4.1685, -2.2507, -3.5371], [-4.5434, -0.8646, -3.0660], [-3.4992, 0.0491, -3.3333], [1.7718, -1.0608, -1.9500], [2.0170, -2.4723, -1.9630], [0.8457, -3.2736, -2.5631], [-1.7736, 2.4336, -0.9321], [-0.3412, 2.2742, 0.0450], [-0.3444, 3.4723, -1.2420], [0.8408, 1.5975, -2.2388], [-0.7767, 1.5530, -2.8751], [1.1588, -2.3124, 0.7662], [-0.3342, -2.5137, -0.2267], [0.1914, -0.3896, 1.9033], [-1.3832, -0.6845, 1.1115], [-0.6594, -0.4175, 5.6369], [-0.5226, 1.0897, 4.7483], [0.3763, -0.3034, 4.1894], [-2.4912, 1.6799, 3.9823], [-2.8613, 0.7842, 2.4525], [-3.7605, 0.3788, 3.8905], [-1.8145, -5.1218, 2.6657], [0.6411, -4.4052, 1.3421], [0.0487, -5.9950, 1.7664], [2.2625, -5.1713, 2.9570], [1.0617, -6.1487, 3.7704], [0.2075, -4.2525, 4.9892], [1.1874, -3.1115, 4.0338], [3.2193, -4.1955, 4.8671], [2.2550, -5.2059, 5.9929], [2.4578, -2.8715, 8.5640], [-2.5328, -2.2044, 0.8830], [-2.6979, -5.2098, 0.6519], [-4.0842, -4.0376, 0.5870], [-3.0128, -1.9467, -0.9934], [-4.4927, -2.8773, -1.2561], [-3.8067, -2.1670, -4.5565], [-5.0263, -2.9286, -3.5101], [-4.8652, -0.8306, -2.0210], [-5.4127, -0.5521, -3.6564], [-3.4161, 0.6492, -2.5780], [2.3594, -2.8704, -1.0077], [2.8478, -2.6176, -2.6480], [1.0402, -3.3605, -3.6296], [0.8042, -4.2917, -2.1835], [-0.0975, -2.7356, -2.4830], [5.8010, 1.2488, -5.6463], [4.1099, 1.5896, -4.7492], [3.4759, 0.3145, -4.2691], [2.6484, -0.6794, -5.7284], [3.4861, 2.1386, -5.4489], [4.3593, 2.2311, -3.9052], [2.6645, 0.5284, -3.5794], [4.1843, -0.3550, -3.7924], [-3.5066, 1.6404, -0.2957], [-4.0873, 3.4914, -0.0972], [-4.1687, 4.1856, -1.4296], [-2.4010, 4.6509, -2.0907], [-3.3898, 3.9656, 0.5867], [-5.0694, 3.4355, 0.3680], [-4.6996, 5.1298, -1.3325], [-4.6449, 3.5808, -2.1948], [-5.6948, 3.6323, 4.2868], [-6.9258, 2.5556, 3.2333], [-7.4823, 1.4065, 4.0318], [-6.1677, -0.0158, 4.2239], [-6.3824, 2.2303, 2.3507], [-7.7229, 3.2355, 2.9396], [-8.3237, 0.9527, 3.5130], [-7.7885, 1.6913, 5.0328], [6.6484, -1.4391, -10.1208], [6.2846, 0.4375, -10.4903], [5.4360, 1.0583, -9.4141], [3.5715, 0.5222, -9.5741], [5.8235, 0.4817, -11.4714], [7.2607, 0.9161, -10.5271], [5.4307, 2.1421, -9.5109], [5.7543, 0.7893, -8.4137], [7.4064, 6.1531, -7.4376], [5.7388, 6.4898, -6.4942], [5.1018, 5.2091, -6.0271], [4.2438, 4.2581, -7.4936], [5.1039, 7.0563, -7.1673], [6.0107, 7.1108, -5.6433], [4.3042, 5.4176, -5.3165], [5.8130, 4.5206, -5.5798], [0.3323, 5.5900, 1.0947], [-1.2854, 5.8986, 2.1316], [-1.7163, 4.6441, 2.8414], [-2.5198, 3.3995, 1.5789], [-2.0335, 6.2697, 1.4389], [-1.0366, 6.6798, 2.8465], [-2.4858, 4.8619, 3.5793], [-0.8952, 4.1212, 3.3213], [-2.0783, -7.7014, 5.8081], [-0.9178, -7.5806, 7.3680], [0.2758, -6.7100, 7.0905], [1.5956, -7.6404, 5.9956], [-0.6490, -8.5952, 7.6420], [-1.5330, -7.1447, 8.1516], [0.7952, -6.4613, 8.0139], [0.0146, -5.7952, 6.5673], [5.9321, 7.1285, -2.1575], [4.3620, 7.4464, -1.0530], [3.9492, 6.2060, -0.3077], [3.0462, 4.9393, -1.4791], [3.5847, 7.8211, -1.7107], [4.6549, 8.2287, -0.3562], [3.2226, 6.4500, 0.4648], [4.7864, 5.6798, 0.1386]], "forces_ev_per_angstrom": [[0.8, -0.3, -0.1], [-0.5, 0.7, -0.2], [0.6, -1.0, 0.3], [0.7, 1.1, -0.4], [0.2, 0.6, 0.7], [-0.2, 0.2, -0.6], [-0.7, 0.0, -0.6], [1.9, -1.0, 0.4], [-1.0, 1.3, -1.8], [0.4, -0.2, 0.7], [0.3, 1.0, -1.1], [-0.1, -1.4, 1.1], [0.6, -0.5, 0.7], [-0.8, 0.2, -0.6], [1.0, -0.6, 1.6], [-0.1, 0.5, 0.1], [0.8, -0.2, 0.7], [0.5, 0.3, 0.1], [-1.7, 1.0, -0.4], [1.1, -0.2, -0.3], [-0.3, -0.6, 0.7], [0.0, -0.3, -0.4], [-0.5, -0.3, 0.2], [-0.2, 0.8, -1.1], [-0.2, -0.3, 0.2], [0.6, 1.0, -0.6], [-0.3, -0.4, -0.1], [0.3, 0.2, 0.1], [-0.6, 0.4, -0.6], [0.3, 0.0, 0.5], [-1.0, -0.8, 1.0], [0.1, -0.9, -1.2], [0.5, 0.4, -0.4], [1.6, 0.6, -0.4], [0.4, -0.2, 0.1], [0.1, -0.2, 0.1], [0.2, -0.2, 0.2], [-0.1, -0.3, -0.1], [0.1, -0.2, -0.1], [0.0, -0.4, 0.2], [-0.2, 0.1, 0.3], [0.2, 0.5, 0.0], [0.0, -0.3, 0.1], [0.2, 0.0, 0.1], [0.1, -0.3, 0.2], [-0.3, 0.2, 0.0], [0.0, 0.3, 0.0], [0.1, 0.5, 0.0], [0.1, -0.2, -0.1], [-0.2, 0.3, -0.1], [-0.3, 0.1, -0.3], [-0.1, -0.1, -0.4], [0.0, -0.2, -0.1], [-0.4, 0.3, -0.2], [-0.4, 0.1, -0.3], [0.2, -0.2, 0.2], [0.1, 0.3, -0.1], [0.1, -0.1, 0.0], [-0.3, -0.1, 0.2], [0.1, 0.0, 0.4], [-0.1, -0.4, 0.3], [0.0, -0.1, 0.3], [-0.1, -0.5, 0.1], [0.1, -0.1, -0.1], [-0.1, 0.1, 0.0], [0.1, -0.1, 0.1], [-0.2, -0.1, 0.1], [0.0, -0.1, -0.3], [-0.2, 0.3, 0.3], [0.3, 0.2, 0.1], [-0.2, 0.0, -0.1], [-0.2, 0.0, 0.3], [-0.2, -0.2, 0.3], [0.0, 0.0, 0.0], [0.2, 0.1, 0.0], [-0.3, 0.0, -0.1], [0.1, 0.0, 0.1], [0.0, -0.1, 0.0], [0.0, 0.0, 0.0], [0.0, 0.0, 0.0], [0.0, 0.0, 0.0], [-2.5, -1.6, -0.3], [-4.4, 0.2, -4.8], [-0.3, -0.3, -0.2], [-0.6, 0.8, -0.5], [-3.7, 2.2, -4.4], [-0.1, 0.0, 0.0], [-0.1, 0.0, 0.1], [0.0, 0.1, -0.2], [0.1, 0.0, -0.1], [-0.1, 0.2, 0.1], [0.0, -0.2, -0.2], [-0.4, -0.1, 0.1], [0.0, -0.1, 0.0], [0.0, 0.0, 0.0], [0.0, 0.0, 0.0], [0.0, 0.1, 0.0], [0.0, 0.0, -0.1], [0.2, -0.1, 0.1], [-0.2, 0.1, -0.2], [0.0, 0.0, 0.1], [0.0, 0.0, 0.0], [0.0, 0.0, 0.0], [0.0, 0.0, 0.0], [0.0, 0.0, 0.0], [-0.1, 0.0, 0.0], [0.3, 0.0, 0.1], [-0.2, 0.0, 0.0], [0.0, 0.0, 0.0], [0.0, 0.0, 0.0], [0.0, 0.0, 0.0], [0.0, 0.1, 0.0], [0.0, 0.0, 0.0], [-0.1, 0.0, -0.1], [0.4, 0.0, 0.1], [0.3, -0.4, 0.6], [8.1, -0.9, 9.8], [-0.1, 0.0, 0.0], [0.0, 0.0, 0.0], [-0.1, 0.0, 0.0], [0.2, 0.2, 0.1], [0.0, -0.1, 0.0], [-0.2, 0.1, -0.1], [0.3, -0.1, 0.1], [-0.1, -0.3, 0.1], [0.0, 0.0, 0.0], [0.0, 0.0, 0.0], [0.0, 0.0, 0.0], [-0.1, 0.0, 0.0], [-0.1, 0.0, -0.1], [0.2, 0.1, 0.0], [-0.2, 0.0, 0.0], [0.0, -0.1, 0.0], [0.0, 0.0, 0.0], [0.0, 0.0, 0.0], [0.0, 0.0, 0.0], [0.0, 0.0, 0.0]], "mulliken_charge": [0.233, -0.673, 0.497, 0.602, -0.973, -0.360, -2.348, 1.334, -0.885, 0.636, -0.940, 0.282, -0.706, 0.014, -0.021, -0.904, 0.086, -0.738, 1.230, -0.642, -0.647, -0.454, -0.094, -0.634, -0.379, -0.062, -0.440, -0.609, -0.279, -0.531, -0.142, -0.392, -0.718, -0.771, 0.349, 0.395, -0.191, 0.525, 0.346, 0.628, 1.138, 0.293, 0.276, 0.425, 0.264, 0.389, -0.327, -0.600, 0.457, -0.214, 0.509, 0.354, 0.204, 0.370, 0.087, 0.571, 0.072, 0.388, 0.259, 0.462, 0.392, 0.114, 0.401, 0.410, 0.352, 0.255, 0.408, 0.111, 0.259, 0.468, 0.354, 0.310, 0.040, -0.159, -0.587, 0.271, -0.131, 0.375, 0.321, -0.516, 0.454, -0.120, -0.619, -0.845, -0.095, 0.015, 0.359, 0.502, 0.384, -0.134, -0.489, -0.586, -0.147, 0.117, 0.440, 0.365, 0.400, -0.150, -0.612, -0.215, -0.144, 0.397, 0.367, 0.255, 0.081, -0.143, -0.524, -0.485, -0.129, 0.386, 0.278, 0.297, 0.338, -0.122, -0.644, -0.839, 0.491, 0.365, 0.426, 0.437, 0.409, -0.156, -0.633, -0.393, -0.138, 0.417, 0.383, 0.425, 0.152, -0.151, -0.614, -0.509, -0.070, 0.357, 0.376, 0.182, 0.408]}


No. 2
{"formula": "C34H72N3O5", "method": "ωB97M-V with the def2-TZVPD basis set", "e_lumo_ev": -2.42, "homo_lumo_gap_ev": 8.75, "e_tot_ev": -51124.110, "charge": 1, "species": ["C", "C", "C", "C", "C", "C", "C", "C", "N", "C", "C", "C", "C", "O", "C", "C", "N", "C", "C", "C", "O", "C", "C", "C", "N", "C", "C", "H", "H", "H", "H", "H", "H", "H", "H", "H", "H", "H", "H", "H", "H", "H", "H", "H", "H", "H", "H", "H", "H", "H", "H", "H", "H", "H", "H", "H", "H", "H", "H", "H", "H", "H", "H", "H", "H", "H", "H", "H", "H", "C", "C", "O", "C", "C", "H", "H", "H", "H", "H", "H", "H", "H", "H", "H", "C", "C", "O", "C", "C", "H", "H", "H", "H", "H", "H", "H", "H", "H", "H", "C", "C", "O", "C", "C", "H", "H", "H", "H", "H", "H", "H", "H", "H", "H"], "positions_angstrom": [[5.7843, -0.4624, 0.7194], [5.2490, 0.9578, 0.4735], [4.7546, 1.7028, 1.7356], [3.2505, 2.0019, 1.8016], [2.6943, 2.6934, 0.5420], [1.8098, 1.7665, -0.3077], [0.4199, 1.6372, 0.3233], [-0.5889, 0.7126, -0.3421], [-0.3339, -0.8084, -0.3182], [0.3964, -1.2272, -1.5650], [0.5609, -2.7283, -1.9159], [0.1374, -3.7852, -0.8902], [2.0159, -2.9894, -2.3587], [-1.6107, -1.4373, -0.1944], [-2.4256, -1.3814, -1.3818], [-3.8246, -1.8025, -0.9362], [-4.7586, -0.6966, -1.1103], [-6.0614, -0.9306, -0.4675], [-6.3113, 0.0656, 0.6577], [-7.7796, 0.1814, 1.0381], [-5.5100, -0.3747, 1.7592], [0.3515, -1.1765, 0.9491], [-0.3800, -1.0675, 2.1184], [0.2556, -1.4013, 3.3047], [1.5121, -1.8254, 3.3984], [2.1710, -1.9364, 2.2487], [1.6528, -1.6193, 0.9960], [5.0257, -1.2270, 0.5337], [6.1647, -0.5802, 1.7355], [6.6065, -0.6890, 0.0373], [6.0544, 1.5430, 0.0231], [4.4662, 0.9162, -0.2893], [5.0106, 1.1023, 2.6147], [5.3067, 2.6397, 1.8445], [3.0689, 2.6304, 2.6777], [2.6933, 1.0750, 1.9877], [2.1145, 3.5842, 0.8018], [3.5392, 3.0287, -0.0674], [1.7079, 2.2064, -1.3046], [2.3424, 0.8154, -0.3805], [0.4682, 1.4980, 1.4052], [-0.0512, 2.6224, 0.1923], [-0.7097, 1.0079, -1.3854], [-1.5663, 0.8102, 0.1327], [-0.0951, -0.7041, -2.3840], [1.3687, -0.7515, -1.4627], [-0.0609, -2.8987, -2.7997], [0.2357, -4.7620, -1.3708], [0.7742, -3.7964, -0.0059], [-0.9034, -3.6952, -0.5820], [2.0339, -3.6902, -3.1945], [2.5951, -3.4414, -1.5489], [2.5252, -2.0802, -2.6873], [-2.4781, -0.3614, -1.7704], [-2.0210, -2.0355, -2.1580], [-4.1261, -2.7153, -1.4663], [-3.7858, -2.0394, 0.1302], [-4.9207, -0.5773, -2.1034], [-6.0794, -1.9312, -0.0195], [-6.8726, -0.8965, -1.1984], [-5.9450, 1.0436, 0.3194], [-8.0863, -0.6760, 1.6430], [-8.4192, 0.2246, 0.1545], [-7.9560, 1.0904, 1.6184], [-5.8624, 0.0021, 2.5724], [-1.4133, -0.7479, 2.1278], [-0.3045, -1.3100, 4.2298], [3.1908, -2.3009, 2.3105], [2.2812, -1.7334, 0.1239], [-0.1542, 6.8688, -2.0079], [-0.0722, 5.3692, -1.7917], [-1.0964, 4.8419, -0.9608], [-2.4284, 5.0315, -1.4156], [-2.7187, 4.4008, -2.7660], [-0.1344, 7.3954, -1.0534], [0.6950, 7.2012, -2.6054], [-1.0622, 7.1582, -2.5375], [0.8571, 5.1230, -1.2737], [-0.0507, 4.8459, -2.7557], [-2.6809, 6.0963, -1.4293], [-3.0505, 4.5690, -0.6487], [-2.1272, 4.8467, -3.5660], [-3.7704, 4.5388, -3.0180], [-2.5073, 3.3294, -2.7455], [2.6384, 2.4335, -3.9364], [2.0474, 1.0598, -4.1896], [0.9967, 1.0187, -5.1312], [1.3252, 1.4474, -6.4487], [2.4219, 0.6334, -7.1091], [1.8588, 3.1324, -3.6256], [3.3828, 2.3597, -3.1411], [3.1330, 2.8506, -4.8133], [1.5942, 0.7001, -3.2653], [2.8410, 0.3490, -4.4527], [1.5829, 2.5118, -6.4490], [0.3965, 1.3448, -7.0087], [3.3755, 0.7219, -6.5869], [2.5737, 0.9849, -8.1296], [2.1494, -0.4222, -7.1452], [-0.1049, -3.7918, 8.3873], [-0.7169, -5.0640, 7.8284], [-1.4468, -4.8774, 6.6255], [-0.7210, -4.3605, 5.5310], [0.4474, -5.2296, 5.0925], [-0.8755, -3.0392, 8.5593], [0.3870, -4.0067, 9.3364], [0.6445, -3.3663, 7.7180], [-1.4464, -5.4644, 8.5316], [0.0533, -5.8320, 7.6971], [-0.3746, -3.3397, 5.7391], [-1.4455, -4.2911, 4.7171], [1.2037, -5.3187, 5.8727], [0.9296, -4.7952, 4.2153], [0.1017, -6.2333, 4.8419]], "forces_ev_per_angstrom": [[0.0, 0.0, -0.2], [0.2, 0.1, 0.0], [-0.1, -0.3, 0.1], [-0.1, 0.1, 0.0], [0.1, -0.1, -0.1], [0.1, 0.3, 0.3], [0.0, 0.3, -0.2], [-0.2, 0.3, 0.0], [0.0, 0.2, 0.0], [0.2, -0.1, -0.1], [0.1, -0.1, 0.0], [-0.1, -0.2, -0.2], [0.0, -0.1, 0.0], [0.1, -0.1, -0.2], [-0.2, 0.1, -0.3], [0.1, 0.1, 0.1], [-0.1, -0.3, -0.2], [0.1, -0.1, 0.3], [-0.1, 0.1, -0.1], [0.0, -0.1, 0.1], [0.0, 0.1, 0.0], [-0.3, -0.1, 0.1], [0.0, 0.0, 0.0], [-0.3, 0.2, 0.3], [-0.1, 0.0, -0.5], [0.3, 0.0, 0.1], [0.1, 0.1, 0.0], [-0.1, 0.0, 0.2], [0.0, 0.0, 0.0], [0.0, 0.0, 0.0], [-0.1, 0.0, 0.0], [0.0, 0.0, 0.0], [0.0, 0.1, 0.0], [-0.1, 0.0, -0.1], [0.0, -0.1, 0.0], [0.1, 0.0, 0.0], [0.1, 0.0, 0.0], [-0.1, 0.1, 0.0], [0.0, -0.2, -0.1], [-0.2, -0.1, -0.2], [0.1, -0.3, -0.1], [0.0, -0.1, 0.1], [0.1, -0.2, 0.0], [0.1, 0.0, 0.1], [-0.1, -0.1, 0.1], [0.0, 0.1, 0.1], [-0.1, 0.1, 0.1], [0.1, 0.1, 0.0], [-0.1, 0.0, 0.0], [0.1, 0.1, 0.1], [0.0, 0.0, 0.1], [0.0, 0.1, 0.0], [0.0, -0.1, -0.1], [0.0, 0.0, 0.1], [0.1, -0.1, 0.2], [0.0, 0.0, 0.0], [0.0, 0.0, -0.1], [0.1, 0.1, 0.0], [-0.1, 0.0, -0.1], [0.1, 0.2, 0.0], [0.0, -0.1, 0.0], [0.0, 0.0, -0.1], [0.0, 0.0, 0.0], [0.0, -0.1, 0.0], [0.0, 0.0, -0.1], [0.1, 0.0, 0.0], [0.1, 0.0, 0.0], [0.0, 0.0, 0.0], [0.0, 0.0, 0.0], [-0.1, 0.0, 0.0], [0.1, 0.0, 0.0], [0.1, -0.2, 0.0], [-0.1, 0.0, 0.0], [0.1, 0.0, 0.0], [0.0, 0.0, 0.0], [0.0, 0.0, 0.0], [0.0, 0.0, 0.0], [0.0, 0.0, 0.0], [0.0, 0.0, 0.0], [0.0, 0.0, 0.0], [0.0, 0.0, 0.0], [0.0, 0.0, 0.0], [0.0, 0.0, 0.0], [0.0, 0.0, 0.0], [0.0, 0.1, 0.0], [0.1, -0.1, 0.0], [-0.1, 0.0, 0.0], [0.0, 0.0, -0.1], [0.0, 0.0, 0.1], [0.0, 0.0, 0.0], [0.0, 0.0, 0.0], [0.0, -0.1, 0.0], [0.0, 0.0, 0.1], [0.0, 0.0, 0.0], [0.0, 0.0, 0.0], [0.0, 0.0, 0.0], [0.0, 0.0, 0.0], [0.0, 0.0, 0.0], [0.0, 0.0, 0.0], [0.0, 0.0, -0.1], [0.0, 0.0, 0.1], [-0.1, 0.0, 0.0], [0.1, 0.0, -0.1], [0.0, 0.0, 0.1], [0.0, 0.0, 0.0], [0.0, 0.0, 0.0], [0.0, 0.0, 0.0], [0.0, 0.0, 0.0], [0.0, 0.0, 0.0], [0.0, 0.0, 0.0], [0.0, 0.0, 0.0], [0.0, 0.0, 0.0], [0.0, 0.0, 0.0], [0.0, 0.0, 0.0]], "mulliken_charge": [-1.206, 0.366, -1.173, -0.065, -1.163, 1.584, -1.344, -0.956, 1.393, -1.075, -0.019, -1.584, -1.455, -0.419, -0.050, -0.758, -0.182, -0.996, 0.649, -1.482, -0.512, 0.251, -0.312, -0.810, -0.528, -0.918, -0.187, 0.137, 0.330, 0.364, 0.407, -0.267, 0.556, 0.281, 0.385, -0.227, 0.464, 0.530, -0.532, -0.454, 0.302, 0.670, 0.696, 0.487, 0.893, 0.243, 0.797, 0.548, 0.256, 0.160, 0.387, 0.405, 0.306, 0.247, 0.219, 0.263, 0.396, 0.239, 0.328, 0.462, 0.143, 0.367, 0.390, 0.380, 0.281, 0.697, 0.554, 0.546, 0.296, -1.384, 0.202, -0.399, -0.390, -0.918, 0.334, 0.431, 0.298, 0.180, 0.138, 0.357, 0.360, 0.280, 0.418, 0.107, -1.090, 1.249, -0.421, -0.348, -1.053, 0.206, 0.304, 0.432, -1.164, 0.249, 0.309, 0.363, 0.263, 0.411, 0.290, -0.995, -0.312, -0.459, -0.027, -0.938, 0.277, 0.384, 0.246, 0.344, 0.284, 0.070, 0.298, 0.273, 0.244, 0.318]}


Number 1: highest occupied orbital energy -10.67 eV. Number 2: highest occupied orbital energy -11.17 eV.